Formula: C3H9O2P2
Source: the OMol25 dataset
Level of theory: ωB97M-V with the def2-TZVPD basis set

Summary:
Energy above the lowest of the compared OMol25 structures with the same formula, charge and spin: 72.38 kcal/mol
Calculated total energy: -25928.894 eV
Frontier orbital gap (alpha / beta): 0.271 / 0.246 Ha
F_max: 3.115 eV/A

The geometry in ORCA input format:
```
! RIJCOSX wB97M-V def2-TZVPD def2/J DEFGRID3
* xyz -1 1
C -0.25 -1.42 -1.61
C -1.51 0.80 -1.22
C -1.30 -0.68 -0.86
O 2.06 -0.22 0.14
O 1.89 -1.31 2.37
P 1.98 1.60 2.83
P 1.38 -0.26 1.47
H -0.58 -1.34 -2.66
H 0.66 -0.92 -1.33
H -0.26 -2.52 -1.15
H -2.35 1.15 -0.61
H -1.61 0.96 -2.33
H -0.64 1.27 -0.82
H -1.84 -1.05 -0.01
H 1.13 1.46 3.88
H 1.21 2.47 1.91
*
```